Entry 1:
{"formula": "C12H21Cl2NdO3PYb", "method": "ωB97M-V/def2-TZVPD", "symbols": ["Yb", "Nd", "Cl", "Cl", "C", "C", "C", "O", "O", "O", "C", "C", "C", "P", "C", "C", "C", "C", "C", "C", "H", "H", "H", "H", "H", "H", "H", "H", "H", "H", "H", "H", "H", "H", "H", "H", "H", "H", "H", "H", "H"], "positions_angstrom": [[-0.20370, -1.79664, -5.76449], [-0.80600, -0.99475, -2.28629], [-1.60692, 0.06093, -4.81586], [1.12211, -2.34239, -3.51188], [-0.91395, -2.62331, -0.60760], [-0.46288, -0.65169, -8.03387], [0.15221, -3.04905, -7.99575], [-0.80544, -3.55804, 0.09117], [-0.55265, -0.67078, -9.18513], [0.28751, -3.57394, -9.00040], [-1.05285, 2.66064, 0.08895], [0.19263, 2.04670, 0.72210], [0.44731, 2.71934, 2.07639], [0.22734, 0.16260, 0.51220], [1.79431, -0.49252, 1.27236], [2.69073, 0.48325, 2.05250], [1.62528, -1.74359, 2.07745], [-1.04863, -0.37423, 1.69084], [-0.94466, 0.15555, 3.13706], [-2.46764, -0.18395, 1.10865], [-1.95124, 2.53872, 0.71332], [-1.29401, 2.25354, -0.91114], [-0.90079, 3.75305, -0.00686], [1.04609, 2.29298, 0.07602], [-0.44540, 2.76738, 2.71768], [1.27050, 2.30692, 2.66331], [0.73384, 3.76512, 1.85725], [2.33292, -0.70857, 0.33663], [2.33846, 0.70068, 3.07990], [3.67460, -0.01929, 2.17367], [2.92422, 1.43469, 1.54211], [0.95339, -2.46751, 1.62379], [2.61108, -2.18453, 2.21611], [1.23962, -1.52887, 3.07007], [-0.87847, -1.46745, 1.75836], [-1.45202, 1.11925, 3.30000], [-1.43820, -0.56166, 3.79755], [0.06463, 0.21808, 3.50663], [-2.55110, -0.53916, 0.06853], [-3.17986, -0.75366, 1.70266], [-2.77240, 0.84618, 1.08603]], "relative_energy_kj_mol": 0.0, "total_charge": 4, "orbital_gap_ev": [5.9, 3.9], "e_homo_ev": [-21.5, -21.5], "spin_multiplicity": 5}

***

Entry 2:
{"formula": "C7H9ClF3N3", "method": "ωB97M-V/def2-TZVPD", "symbols": ["C", "C", "N", "C", "N", "C", "C", "C", "F", "F", "F", "H", "H", "H", "H", "H", "H", "H", "H", "H", "N", "C", "Cl"], "positions_angstrom": [[1.69669, 0.97184, 2.74730], [1.31370, 1.10238, 1.46937], [0.60735, 0.22088, 0.85269], [-0.47421, 0.39501, 0.13586], [-1.04825, -0.79011, -0.49694], [-0.33966, -1.99703, -0.34368], [-2.11882, -0.62163, -1.39843], [-1.19180, 1.75796, -0.01155], [-1.20790, 2.18780, -1.26514], [-2.45802, 1.76899, 0.31173], [-0.69802, 2.68119, 0.75052], [1.32602, 0.34183, 3.51336], [2.46233, 1.64132, 3.14730], [1.86654, 1.94193, 1.00708], [-0.98307, -2.77453, -0.21328], [0.41319, -2.22248, -1.09005], [0.18885, -1.93123, 0.58747], [-1.74447, -0.45629, -2.47731], [-2.73493, -1.43520, -1.43588], [-2.63815, 0.28860, -1.19150], [2.09127, -0.44041, -2.58078], [2.52571, -0.98596, -1.66010], [3.14564, -1.64487, -0.35805]], "relative_energy_kj_mol": 147.1, "orbital_gap_ev": 8.7, "smiles": "C=C/N=C(/N(C)C)C(F)(F)F.N#CCl", "e_homo_ev": -8.3}

***

Entry 3:
{"formula": "C28H31As2FIrOSi", "method": "ωB97M-V/def2-TZVPD", "symbols": ["Ir", "C", "As", "C", "C", "C", "C", "C", "C", "C", "As", "C", "C", "H", "H", "H", "H", "H", "H", "H", "H", "H", "H", "H", "H", "H", "H", "H", "H", "O", "Si", "C", "C", "C", "C", "C", "C", "C", "C", "C", "C", "C", "C", "C", "C", "C", "C", "C", "C", "H", "H", "H", "H", "H", "H", "H", "H", "H", "H", "H", "H", "H", "H", "H", "F"], "positions_angstrom": [[-0.96171, -2.11348, -1.64203], [2.78176, -1.53683, -2.97352], [1.54936, -2.45725, -1.77715], [2.22840, -4.27041, -2.02322], [2.13158, -1.98742, 0.01521], [3.38146, -1.42032, 0.22402], [3.78235, -1.05969, 1.50227], [2.94227, -1.28947, 2.58059], [1.69329, -1.85676, 2.37672], [1.27757, -2.19819, 1.09684], [-0.53044, -2.83342, 0.78282], [-1.47704, -2.57277, 2.46021], [-0.38317, -4.77383, 0.78905], [3.76832, -1.97833, -2.85032], [2.81130, -0.46854, -2.77155], [2.44823, -1.69666, -3.99773], [3.23976, -4.31034, -1.62314], [2.24712, -4.47621, -3.09278], [1.61251, -5.02118, -1.53710], [4.04723, -1.24597, -0.61129], [4.74646, -0.59236, 1.64944], [3.25431, -1.01485, 3.57914], [1.03755, -2.02478, 3.22133], [-1.07875, -3.26970, 3.19520], [-2.52919, -2.79358, 2.28534], [-1.38632, -1.54424, 2.80295], [0.30894, -5.08446, 1.56961], [-0.05690, -5.13572, -0.18143], [-1.37097, -5.18638, 0.98872], [-0.74298, -0.12155, -1.45296], [-0.97691, 1.26013, -0.69368], [0.55599, 2.34305, -0.90286], [0.62982, 3.59834, -0.30269], [1.76479, 4.38341, -0.45063], [2.83494, 3.92432, -1.20634], [2.77018, 2.67918, -1.81350], [1.63539, 1.89305, -1.65995], [-1.28021, 0.96162, 1.16308], [-2.57179, 0.72347, 1.64154], [-2.82257, 0.64108, 3.00572], [-1.77877, 0.77089, 3.91336], [-0.48232, 0.95377, 3.45172], [-0.23717, 1.05000, 2.08585], [-2.46984, 2.25010, -1.31626], [-2.88574, 2.11338, -2.63963], [-3.99748, 2.80409, -3.10443], [-4.69963, 3.64315, -2.25311], [-4.28179, 3.80289, -0.93994], [-3.17191, 3.11023, -0.47343], [-0.20329, 3.97257, 0.28283], [1.81158, 5.35722, 0.02038], [3.71481, 4.54242, -1.33028], [3.60159, 2.32604, -2.41267], [1.57216, 0.92264, -2.14201], [-3.40095, 0.63380, 0.94791], [-3.83574, 0.48674, 3.35732], [-1.97652, 0.73992, 4.97753], [0.33505, 1.04324, 4.15766], [0.77612, 1.22914, 1.74012], [-2.34053, 1.46323, -3.31545], [-4.31470, 2.68300, -4.13292], [-5.56910, 4.17746, -2.61360], [-4.82215, 4.46369, -0.27353], [-2.86199, 3.24776, 0.55577], [-1.79362, -3.86038, -1.90910]], "relative_energy_kj_mol": 117.9, "total_charge": 1, "orbital_gap_ev": [5.9, 5.8], "e_homo_ev": [-11.0, -11.0]}

***

Entry 4:
{"formula": "C6H15O4SSi", "method": "ωB97M-V/def2-TZVPD", "symbols": ["C", "C", "C", "C", "C", "C", "O", "O", "O", "O", "Si", "S", "H", "H", "H", "H", "H", "H", "H", "H", "H", "H", "H", "H", "H", "H", "H"], "positions_angstrom": [[-1.57867, 1.29151, -1.32641], [0.26825, -0.24756, -1.94920], [-1.55929, -1.14626, -0.75518], [-0.04716, -0.72702, 2.29906], [0.12553, 2.23373, 1.12228], [-0.69562, 0.11268, -0.77567], [3.32846, -1.20982, -0.68451], [1.93287, 0.16023, 0.74543], [1.16298, -2.00444, 0.08091], [2.99000, -1.85100, 1.68432], [0.28339, 0.36076, 0.81373], [2.40877, -1.32079, 0.43216], [-2.00845, 1.07509, -2.33191], [-2.41675, 1.47480, -0.62195], [-0.92265, 2.10732, -1.43103], [-0.20216, -0.70993, -2.80171], [1.14218, -0.96960, -1.54475], [0.71390, 0.73646, -2.26095], [-2.02639, -1.27065, -1.64549], [-0.99421, -2.08375, -0.58239], [-2.27602, -1.16412, 0.01282], [-0.07657, -0.09345, 3.11842], [-1.00763, -1.13409, 2.38450], [0.81469, -1.46756, 2.22985], [1.25310, 2.53494, 1.30276], [-0.19365, 2.88661, 0.45961], [-0.41891, 2.42589, 2.02528]], "relative_energy_kj_mol": 41.9, "total_charge": -1, "orbital_gap_ev": 8.8, "e_homo_ev": -5.5}

***

Entry 5:
{"formula": "C5H8O3", "method": "ωB97M-V/def2-TZVPD", "symbols": ["C", "C", "C", "O", "O", "C", "C", "O", "H", "H", "H", "H", "H", "H", "H", "H"], "positions_angstrom": [[-2.89570, 0.34306, -1.19321], [-1.94228, 0.10375, -0.34459], [-1.11591, 0.07925, 0.60453], [-1.94383, 0.34958, 2.14950], [0.22322, -0.21144, 0.81631], [1.02183, -0.17708, -0.33196], [2.51720, -0.21653, 0.04398], [0.74514, 0.75301, -1.35022], [-3.38885, -0.31726, -1.83946], [-2.97542, 1.43181, -1.40243], [-1.32816, 0.14805, 2.85808], [0.86883, -1.24165, -0.71482], [2.90355, -1.21840, 0.45206], [2.95723, -0.01236, -0.91603], [2.79119, 0.65535, 0.76837], [0.98362, 1.68805, -0.98575]], "relative_energy_kj_mol": 498.1, "orbital_gap_ev": 9.6, "smiles": "C=C=C(O)O[C@H](C)O", "e_homo_ev": -9.1}

***

Entry 6:
{"formula": "C4H14N2", "method": "ωB97M-V/def2-TZVPD", "symbols": ["C", "C", "C", "C", "N", "N", "H", "H", "H", "H", "H", "H", "H", "H", "H", "H", "H", "H", "H", "H"], "positions_angstrom": [[-0.48213, -1.87985, -0.66458], [-0.15836, -1.04644, 0.46897], [0.46336, 0.45177, -0.03256], [-0.72476, 1.40243, -0.33157], [-0.16330, 2.80055, -0.67836], [0.89578, -1.77548, 1.33876], [-0.84194, -1.32010, -1.55215], [0.31903, -2.51849, -1.07257], [-1.37908, -2.60737, -0.43367], [-0.93359, -0.80256, 1.21867], [1.13127, 0.31391, -0.87978], [1.11748, 0.79867, 0.78486], [-1.29024, 1.08076, -1.20391], [-1.34943, 1.54295, 0.54423], [-0.22535, 3.40767, 0.14591], [0.84183, 2.78836, -0.88319], [-0.68928, 3.25108, -1.43535], [1.85809, -1.73229, 0.96270], [0.65729, -2.77166, 1.41319], [0.95332, -1.38392, 2.29039]], "relative_energy_kj_mol": 0.0, "total_charge": 3, "orbital_gap_ev": [15.7, 7.0], "e_homo_ev": [-26.9, -26.8], "spin_multiplicity": 2}

***

Entry 7:
{"formula": "C3H7ClNO", "method": "ωB97M-V/def2-TZVPD", "symbols": ["Cl", "C", "C", "O", "N", "C", "H", "H", "H", "H", "H", "H", "H"], "positions_angstrom": [[1.37561, 3.58983, -1.47042], [0.77810, -1.51172, 0.58879], [0.87359, -0.32691, -0.32863], [1.83963, -0.24870, -1.07628], [-0.14645, 0.54762, -0.39440], [-1.45852, 0.51111, 0.19207], [-0.21519, -1.59988, 1.03364], [1.44575, -1.42767, 1.45000], [1.13662, -2.35468, 0.00654], [-0.05204, 1.32388, -1.05019], [-1.52838, -0.12716, 1.07468], [-2.19872, 0.14381, -0.53303], [-1.84998, 1.48048, 0.50721]], "relative_energy_kj_mol": 99.8, "total_charge": -1, "orbital_gap_ev": 7.0, "e_homo_ev": -3.6}

***

Entry 8:
{"formula": "C13H20F5N3O3STeY", "method": "ωB97M-V/def2-TZVPD", "symbols": ["Y", "N", "C", "C", "C", "N", "C", "C", "N", "C", "H", "H", "H", "H", "H", "H", "H", "H", "H", "H", "H", "H", "H", "H", "H", "H", "O", "C", "O", "C", "C", "C", "C", "C", "C", "S", "H", "H", "H", "H", "F", "Te", "F", "F", "F", "F", "O"], "positions_angstrom": [[0.13477, 0.48505, -1.65771], [1.33418, -2.46325, 1.04554], [2.42940, -2.02422, 1.91652], [1.84624, -1.27050, 3.11804], [1.21680, 0.06679, 2.72919], [-0.03667, -0.17892, 1.93172], [2.21214, 0.95500, 1.98857], [3.02278, 0.31157, 0.86177], [2.36448, 0.53106, -0.46972], [3.42006, -1.14444, 1.15532], [0.82508, -3.23546, 1.46674], [1.67897, -2.80926, 0.15799], [0.14643, -0.96619, 1.25581], [3.00253, -2.87267, 2.30619], [2.63979, -1.06647, 3.84090], [1.11957, -1.89830, 3.64167], [0.89797, 0.60557, 3.62245], [-0.34747, 0.64178, 1.36246], [-0.80495, -0.45781, 2.53916], [2.92749, 1.27247, 2.75104], [1.73102, 1.87399, 1.64269], [3.95915, 0.87093, 0.81103], [2.95058, 0.12655, -1.20201], [2.47179, 1.53525, -0.63746], [4.31864, -1.09354, 1.77547], [3.74384, -1.64096, 0.23609], [-2.56547, -2.21146, -0.16591], [-2.14193, -1.10007, -0.33969], [-0.85440, -0.84813, -0.56107], [-3.00041, 0.13558, -0.34024], [-4.37170, -0.11911, -0.44659], [-5.31423, 0.88305, -0.51196], [-4.89038, 2.20306, -0.45458], [-3.54423, 2.48861, -0.32945], [-2.56820, 1.48661, -0.26906], [-0.91083, 2.20632, -0.05419], [-4.67073, -1.15891, -0.48824], [-6.36333, 0.64105, -0.61311], [-5.60562, 3.01363, -0.50124], [-3.22126, 3.51916, -0.27540], [-0.49158, -0.95937, -3.59063], [0.20499, 0.39339, -4.75811], [0.66762, 1.83958, -5.81142], [-1.29317, 0.13774, -5.79231], [1.13805, -0.81063, -5.80036], [-0.89552, 1.48482, -3.59326], [1.48775, 0.62106, -3.49264]], "relative_energy_kj_mol": 13.1, "total_charge": 1, "orbital_gap_ev": 7.2, "e_homo_ev": -11.3}

***

The following total energy values (in Ha) correspond, in order, to the records above: -3675.77492; -1196.07668; -6125.83347; -1226.35441; -420.86634; -268.95263; -708.77487; -2101.21889.